No. 1
{
  "formula": "C23H24NO3PRuSe2Te2",
  "method": "ωB97M-V with the def2-TZVPD basis set",
  "gap_ev": [6.7, 6.7],
  "total_energy_ha": -6946.0614,
  "charge": 2,
  "homo_ha": [-0.5275, -0.5275],
  "fmax_ha_per_bohr": 0.015,
  "species": ["Ru", "Se", "Te", "Te", "Se", "O", "P", "C", "C", "C", "C", "C", "C", "C", "C", "C", "C", "C", "C", "C", "C", "C", "C", "C", "C", "H", "H", "H", "H", "H", "H", "H", "H", "H", "H", "H", "H", "H", "H", "H", "O", "C", "O", "C", "N", "C", "C", "C", "H", "H", "H", "H", "H", "H", "H", "H", "H"],
  "coordinates": [[1.569948, -1.474529, 2.051624], [3.694048, -2.575552, 1.813886], [3.563343, -1.328396, 3.845275], [1.035949, -2.442600, 4.376403], [1.059234, -3.879171, 2.477961], [-0.222546, -1.283344, 1.141897], [-0.959482, -1.242002, -0.195301], [-0.635306, 0.339905, -0.999137], [0.044522, 0.427247, -2.211136], [0.281753, 1.671540, -2.782372], [-0.178558, 2.821640, -2.152995], [-0.864458, 2.734788, -0.943780], [-1.086521, 1.495657, -0.360078], [-0.406370, -2.574017, -1.252792], [0.928016, -2.970524, -1.279937], [1.323444, -3.994651, -2.123733], [0.392743, -4.623006, -2.943421], [-0.935944, -4.230053, -2.919240], [-1.339709, -3.204856, -2.074896], [-2.714644, -1.373410, 0.108095], [-3.145472, -2.243191, 1.109289], [-4.501879, -2.412718, 1.327761], [-5.422485, -1.723479, 0.546497], [-4.992601, -0.861478, -0.452765], [-3.636204, -0.682424, -0.675669], [0.381415, -0.471303, -2.713335], [0.798009, 1.737593, -3.730701], [-0.034649, 3.787246, -2.621699], [-1.260081, 3.629516, -0.477705], [-1.631500, 1.424047, 0.575093], [1.671698, -2.506547, -0.640145], [2.359351, -4.306629, -2.146665], [0.707536, -5.424191, -3.598434], [-1.662461, -4.722855, -3.550703], [-2.380287, -2.907633, -2.051677], [-2.423598, -2.779660, 1.713174], [-4.844198, -3.081969, 2.105169], [-6.481694, -1.859877, 0.718497], [-5.712233, -0.326883, -1.057556], [-3.303202, -0.008410, -1.455497], [0.830069, 1.209828, 3.283612], [1.435222, 1.380237, 2.245764], [1.996825, 0.477921, 1.513734], [1.564933, 2.799991, 1.686581], [2.160756, 2.756863, 0.296326], [3.408989, 3.603772, 0.295037], [3.158010, 4.588925, 1.425299], [2.491285, 3.720789, 2.491789], [0.561541, 3.213155, 1.601419], [1.474320, 3.084167, -0.386001], [2.348944, 1.767131, 0.091807], [3.552800, 4.039054, -0.689919], [4.243622, 2.942701, 0.522601], [2.491961, 5.388940, 1.096080], [4.081247, 5.049427, 1.769226], [1.929642, 4.291840, 3.225789], [3.234923, 3.131460, 3.031615]],
  "atomic_forces_ev_per_a": [[-0.1, 0.2, 0.7], [0.3, -0.1, -0.1], [0.5, 0.3, -0.2], [-0.5, -0.2, -0.2], [-0.3, -0.3, 0.1], [0.2, -0.1, 0.1], [0.0, 0.1, 0.0], [-0.1, -0.2, 0.0], [0.0, 0.0, 0.0], [0.0, 0.0, 0.0], [0.0, 0.0, -0.1], [-0.1, 0.0, 0.0], [0.0, 0.1, 0.0], [-0.3, 0.1, 0.0], [0.1, -0.1, 0.0], [0.1, 0.0, 0.0], [0.0, 0.0, 0.0], [0.0, 0.0, 0.0], [0.1, -0.1, -0.1], [0.3, 0.0, -0.1], [0.0, 0.0, 0.0], [0.0, 0.0, 0.0], [0.0, 0.0, 0.0], [0.0, 0.0, 0.0], [0.0, 0.0, 0.0], [0.0, 0.0, 0.0], [0.0, 0.0, 0.0], [0.0, 0.0, 0.0], [0.0, 0.0, 0.0], [0.0, 0.0, 0.0], [0.0, 0.1, 0.0], [0.0, 0.0, 0.0], [0.0, 0.0, 0.0], [0.0, 0.0, 0.0], [0.0, 0.0, 0.0], [0.0, 0.0, 0.0], [0.0, 0.0, 0.0], [0.0, 0.0, 0.0], [0.0, 0.0, 0.0], [0.0, 0.0, 0.0], [0.1, -0.2, 0.1], [-0.2, 0.4, -0.2], [0.1, -0.1, -0.2], [-0.1, -0.1, 0.1], [0.1, 0.0, 0.1], [0.0, 0.0, 0.0], [0.0, 0.0, 0.0], [0.0, 0.0, 0.0], [0.0, 0.0, 0.0], [0.0, 0.0, 0.0], [0.0, 0.0, 0.0], [0.0, 0.0, 0.0], [0.0, 0.0, 0.0], [0.0, 0.0, 0.0], [0.0, 0.0, 0.0], [0.0, 0.0, 0.0], [0.0, 0.0, 0.0]],
  "nbo_charge": [0.28, 0.08, 0.50, 0.68, -0.02, -1.09, 1.95, -0.46, -0.11, -0.22, -0.22, -0.25, -0.18, -0.39, -0.21, -0.20, -0.16, -0.18, -0.19, -0.49, -0.16, -0.20, -0.15, -0.22, -0.12, 0.23, 0.24, 0.24, 0.24, 0.24, 0.20, 0.23, 0.24, 0.24, 0.24, 0.23, 0.24, 0.24, 0.24, 0.22, -0.62, 0.78, -0.79, -0.15, -0.53, -0.22, -0.42, -0.41, 0.25, 0.45, 0.47, 0.24, 0.22, 0.22, 0.26, 0.26, 0.22]
}

No. 2
{
  "formula": "C23H25BBrClN5O5RuS",
  "method": "ωB97M-V with the def2-TZVPD basis set",
  "gap_ev": [8.8, 7.0],
  "multiplicity": 6,
  "total_energy_ha": -5093.5528,
  "homo_ha": [-0.3241, -0.3242],
  "fmax_ha_per_bohr": 0.009,
  "species": ["Ru", "B", "N", "C", "C", "C", "N", "N", "C", "C", "C", "N", "H", "H", "H", "H", "H", "H", "H", "H", "Cl", "C", "C", "C", "C", "C", "C", "C", "O", "O", "H", "H", "H", "H", "C", "C", "S", "O", "C", "C", "H", "H", "H", "H", "H", "H", "H", "H", "H", "H", "Br", "C", "C", "N", "C", "C", "C", "C", "O", "O", "H", "H", "H"],
  "coordinates": [[0.527489, -1.159800, 0.423138], [-1.024920, -3.731063, 2.682815], [-0.104522, -2.566896, 3.158672], [-0.126320, -2.034372, 4.381890], [0.874325, -1.078819, 4.482075], [1.478025, -1.080939, 3.235125], [0.889644, -2.003217, 2.444879], [-1.154605, -3.787171, 1.113790], [-1.994367, -4.615472, 0.493246], [-1.806385, -4.523379, -0.878857], [-0.803228, -3.581058, -1.022504], [-0.407777, -3.147257, 0.189888], [-0.551416, -4.787791, 3.047628], [-2.126235, -3.567790, 3.155690], [-0.839648, -2.377974, 5.114480], [1.121025, -0.468551, 5.335426], [2.325914, -0.518347, 2.878515], [-2.670011, -5.230827, 1.067805], [-2.321466, -5.065458, -1.655123], [-0.320282, -3.213756, -1.911061], [1.699604, 5.508449, 1.605788], [2.196271, 3.900623, 1.174036], [1.290972, 3.053763, 0.557205], [1.697171, 1.766943, 0.233153], [2.985587, 1.321639, 0.507013], [3.883172, 2.199765, 1.101028], [3.491441, 3.484999, 1.444784], [3.459147, -0.074842, 0.155649], [4.609583, -0.232687, -0.189283], [2.585255, -1.040972, 0.299561], [0.289312, 3.401867, 0.334517], [0.997316, 1.126777, -0.291978], [4.890756, 1.859542, 1.301855], [4.187094, 4.168427, 1.914617], [-0.638715, -1.610932, -5.423287], [0.506260, -1.333247, -4.454325], [-0.142853, -0.646691, -2.913289], [0.898801, -1.047779, -1.866526], [0.175054, 1.110428, -3.228811], [1.660789, 1.449476, -3.282905], [-0.240014, -1.927401, -6.387741], [-1.248028, -0.719328, -5.592279], [-1.292609, -2.398829, -5.047371], [1.237520, -0.644523, -4.872052], [1.020960, -2.243257, -4.145496], [-0.313335, 1.594041, -2.382717], [-0.368819, 1.361883, -4.141585], [2.214693, 0.858348, -2.553658], [1.809482, 2.501606, -3.038982], [2.092197, 1.270800, -4.267324], [-4.810281, 3.371463, 3.846119], [-3.821830, 3.084581, 2.264476], [-3.879450, 4.017091, 1.238264], [-3.218467, 3.859703, 0.092287], [-2.481599, 2.760453, -0.057042], [-2.357716, 1.789975, 0.926639], [-3.043828, 1.956744, 2.120730], [-1.457466, 0.618713, 0.735096], [-1.006232, 0.021377, 1.738089], [-1.124580, 0.261945, -0.434578], [-4.475380, 4.916694, 1.342226], [-1.963433, 2.648997, -1.002577], [-2.959023, 1.213286, 2.903161]],
  "atomic_forces_ev_per_a": [[0.0, -0.3, 0.0], [0.2, -0.3, 0.2], [-0.1, 0.3, -0.1], [0.0, 0.0, 0.1], [0.0, 0.1, 0.1], [0.0, -0.4, 0.1], [0.2, 0.2, 0.1], [0.0, 0.2, -0.1], [0.0, -0.1, 0.0], [0.0, 0.0, -0.1], [0.0, -0.2, 0.3], [-0.1, 0.2, -0.4], [0.0, 0.1, -0.1], [0.1, 0.1, -0.1], [0.0, 0.0, -0.1], [0.0, -0.1, 0.0], [-0.1, 0.0, -0.1], [0.1, 0.0, 0.0], [0.0, 0.0, 0.1], [0.0, 0.0, 0.1], [0.0, 0.0, 0.0], [0.0, 0.0, 0.0], [0.0, 0.0, 0.0], [0.1, 0.0, 0.0], [-0.1, 0.0, -0.1], [0.0, 0.1, 0.1], [0.1, 0.0, 0.0], [0.1, 0.2, 0.1], [-0.1, -0.2, 0.0], [-0.3, 0.2, 0.0], [0.1, 0.0, 0.0], [0.0, 0.1, -0.1], [0.0, 0.0, 0.0], [0.0, 0.0, 0.0], [0.0, 0.0, 0.0], [-0.1, -0.1, -0.1], [0.2, 0.1, 0.0], [-0.2, 0.0, 0.0], [0.1, -0.1, 0.2], [0.0, 0.0, -0.1], [0.0, 0.0, 0.0], [0.0, 0.0, 0.0], [0.0, 0.0, 0.0], [0.1, -0.1, 0.0], [0.0, 0.0, 0.0], [0.0, 0.0, -0.1], [0.0, 0.0, 0.0], [0.0, 0.0, 0.0], [0.0, 0.0, 0.0], [0.0, 0.0, 0.0], [0.0, 0.0, 0.0], [-0.1, 0.0, 0.1], [0.1, 0.0, -0.2], [0.0, 0.0, 0.1], [-0.2, 0.1, 0.0], [0.0, 0.0, 0.0], [0.1, -0.1, 0.1], [-0.3, 0.1, 0.0], [0.3, -0.1, -0.1], [0.2, 0.0, 0.1], [0.0, 0.0, 0.0], [0.0, 0.0, 0.0], [0.0, 0.0, 0.0]],
  "nbo_charge": [1.78, 0.18, -0.27, 0.02, -0.33, -0.04, -0.37, -0.26, 0.02, -0.35, -0.03, -0.39, -0.04, -0.04, 0.23, 0.23, 0.23, 0.23, 0.23, 0.21, 0.01, -0.01, -0.26, -0.15, -0.18, -0.15, -0.23, 0.77, -0.59, -0.76, 0.23, 0.19, 0.24, 0.23, -0.62, -0.60, 1.26, -1.01, -0.59, -0.64, 0.23, 0.21, 0.22, 0.23, 0.25, 0.25, 0.23, 0.25, 0.23, 0.21, 0.08, -0.14, 0.03, -0.40, 0.06, -0.20, -0.14, 0.78, -0.68, -0.76, 0.21, 0.20, 0.25]
}